Formula: C20H16FN3O3
Source: the Open Molecules 2025 dataset
Level of theory: ωB97M-V with the def2-TZVPD basis set

Each line ends with the Löwdin charge.
Cartesian coordinates (Å):
H  3.649834  2.956591  1.377413  0.12
C  -4.233364  -2.811707  -0.211728  -0.30
C  -6.416259  -2.741996  0.834689  -0.08
C  -1.615066  -2.157348  -0.432398  -0.02
H  -3.832221  -4.324383  -1.668806  0.11
O  3.002570  2.943005  -1.653012  -0.08
C  3.326390  1.655242  -1.435312  -0.28
H  -1.417442  -3.746331  -1.940580  0.12
N  -3.786865  -1.818812  0.565945  0.19
N  -2.210381  -0.529237  1.318225  0.16
C  -3.400357  -3.533414  -1.083171  -0.02
H  0.061943  3.276358  3.652694  0.12
O  -5.559947  -3.237966  -0.199723  -0.08
H  2.434684  3.961812  3.176845  0.10
H  4.396128  1.582938  -3.287085  0.12
H  -6.520483  -1.668199  0.676950  0.08
C  4.076108  1.023339  -2.411872  -0.01
H  1.531983  4.168962  -2.425423  0.10
C  1.973062  3.191488  2.583113  -0.07
C  -2.495533  -1.508130  0.438381  -0.31
H  4.433465  -2.040419  -1.038077  0.10
C  4.455278  -0.322778  -2.322395  -0.06
N  -1.121087  1.132826  2.297359  0.19
C  0.835056  1.097806  1.108055  -0.13
C  1.676073  3.133022  -2.102731  -0.05
C  2.162248  1.551577  0.801383  -0.10
C  0.665108  2.782863  2.867815  0.00
C  -2.047845  -3.217372  -1.224797  -0.05
F  3.174546  -1.127965  0.959256  0.11
C  3.367663  -0.434125  -0.147393  -0.21
H  5.055130  -0.786819  -3.119045  0.11
C  0.137922  1.696903  2.149671  -0.23
O  0.033019  0.134031  0.589276  0.16
H  -7.419135  -3.163647  0.785520  0.09
C  2.661704  2.590358  1.537961  -0.04
H  -0.550331  -1.946849  -0.484062  0.10
C  -1.078856  0.212425  1.356108  -0.33
H  -2.933349  -0.359304  1.996822  0.16
H  -6.005544  -2.922324  1.809525  0.08
C  4.135617  -1.028603  -1.165337  -0.01
H  0.961758  2.921839  -1.301498  0.09
H  1.467304  2.486814  -2.941929  0.09
C  2.969473  0.927528  -0.286633  -0.02

Forces on atoms 1 to 6 (eV/Å):
0.623 -0.063 -0.478
-0.298 -0.356 0.214
0.201 1.057 -0.559
1.323 -0.098 -0.192
-0.224 -0.171 -0.047
-0.055 1.036 0.332

Computed properties:
orbital gap: 0.3131 hartree
charge: 0
structure (SMILES): COc1cccc(Nc2nc3cccc(-c4c(F)cccc4OC)c3o2)n1
HOMO energy: -7.85 eV
LUMO: 0.67 eV

Formula: C24H33BrHgN4OS
Source: the Open Molecules 2025 dataset
Level of theory: ωB97M-V with the def2-TZVPD basis set

Each line ends with the Löwdin charge.
Cartesian coordinates (Å):
N  -2.670145  0.933510  3.979304  -0.03
H  -4.548002  -3.839311  3.654263  0.06
H  2.484526  0.735165  -5.318636  0.09
C  -0.107431  3.715034  0.162111  -0.19
C  0.713316  4.133155  2.722473  -0.06
H  2.037719  -0.079048  -6.831210  0.08
H  0.808352  0.758730  -5.872872  0.07
N  -1.979769  1.682936  3.085748  -0.16
H  1.488118  5.006114  -0.456831  0.08
H  1.016163  4.284784  3.750547  0.09
C  1.593345  -1.233524  -2.464599  0.01
C  -0.228852  -0.099755  -3.466215  -0.12
C  -0.093792  -0.255665  -0.999277  -0.42
C  -4.991640  -1.778716  4.181654  -0.32
H  -0.551996  -1.425653  -5.867357  0.07
Hg  -2.219649  1.230565  0.959567  0.87
C  3.245996  -2.096679  -0.335707  -0.08
H  -3.427193  -3.137663  4.835547  0.06
H  -5.648137  -2.016584  5.022061  0.10
C  2.744150  -1.959253  -5.007763  -0.07
H  0.331108  2.427907  5.128622  0.07
H  -0.465768  3.538189  -0.848641  0.08
H  -5.611466  -1.630426  3.300632  0.06
C  -1.041653  2.540308  3.470185  -0.32
H  2.610005  -2.906055  -4.481387  0.08
H  3.892813  -1.434625  -0.916218  0.08
H  0.186465  -2.911850  -5.266473  0.09
H  1.709064  -2.677816  1.789756  0.08
H  3.543590  -1.397991  -4.520147  0.08
C  1.384504  4.753544  1.708771  -0.12
H  0.196381  -1.945829  1.232297  0.07
H  0.903225  -3.302445  0.334882  0.08
H  0.734008  -2.206364  -6.800242  0.08
O  -0.570566  -0.010746  0.171477  -0.26
C  2.289798  -0.166108  0.889634  -0.04
C  0.387106  -1.974431  -5.788650  -0.06
C  0.939451  -0.829346  -3.629895  -0.19
H  2.849813  -0.467371  1.779947  0.08
H  3.059092  -2.180263  -6.030291  0.08
C  1.934666  -1.405983  0.047893  -0.54
H  -3.330950  -2.663098  3.131637  0.06
C  1.128480  -2.397780  0.905613  -0.04
H  2.518403  -1.782991  -2.563918  0.08
C  0.976645  4.537469  0.372099  -0.12
H  3.779542  -2.370321  0.577174  0.08
Br  -2.314085  1.233185  -2.085341  0.72
S  -4.211642  0.069170  1.853000  0.50
H  2.227942  5.399148  1.922705  0.09
N  -4.340673  -0.514009  4.482411  -0.06
C  1.708738  0.146859  -5.812393  -0.06
H  -3.829385  -0.503001  5.354006  0.11
C  -0.377473  3.262704  2.446562  -0.26
H  2.903593  0.527203  0.309461  0.09
C  1.444575  -1.152390  -5.035194  -0.56
C  1.134209  -0.971688  -1.184143  -0.09
N  -0.786828  3.100737  1.127890  -0.02
H  -0.782633  0.270238  -4.320115  0.09
C  -0.701845  0.174830  -2.200728  -0.53
C  -0.697446  2.736131  4.921709  -0.06
H  -1.370365  2.128882  5.520361  0.05
C  -3.639610  0.203918  3.517262  -0.82
H  -0.804073  3.783939  5.212878  0.07
C  -4.014837  -2.928966  3.938432  -0.10
H  3.065760  -3.011301  -0.906021  0.08
H  1.387242  0.350691  1.209695  0.07

Forces on atoms 1 to 6 (eV/Å):
-0.014 -0.113 0.301
0.014 -0.010 0.016
-0.015 0.014 -0.001
0.028 0.039 -0.105
0.048 0.064 0.030
0.002 0.019 0.002

Computed properties:
multiplicity: 2
orbital gap (spin up / spin down): 0.1742 / 0.2577 hartree
charge: -1
HOMO energy (spin up / spin down): -2.18 / -4.45 eV
⟨S²⟩: 0.7743
LUMO (spin up / spin down): 2.56 / 2.56 eV

Formula: C25H37N3O4
Source: the Open Molecules 2025 dataset
Level of theory: ωB97M-V with the def2-TZVPD basis set

Each line ends with the Löwdin charge.
Cartesian coordinates (Å):
C  -1.158223  -2.473722  -0.801316  -0.08
H  0.459882  2.464861  -4.406031  0.11
C  4.432825  1.172607  -4.062716  -0.10
H  -0.096599  -1.818327  -3.236171  0.13
O  -0.487385  2.090486  -1.087256  0.06
H  3.285502  2.197991  -6.284937  0.09
H  -1.055772  3.733358  2.943040  0.10
N  -0.080194  -0.058076  0.448553  0.12
O  1.661902  -1.385631  0.991374  0.07
H  -2.633914  -0.276179  -0.140510  0.13
H  1.699639  1.471036  -5.944845  0.08
C  1.002056  2.448630  -3.454454  -0.15
H  -3.754858  -2.507708  0.064343  0.12
H  -4.356409  -2.123591  -3.599370  0.12
H  1.774714  -0.134432  7.604313  0.10
H  -2.091322  -2.360151  -4.596891  0.14
H  2.997281  2.669263  -2.712818  0.12
C  0.541924  0.918369  5.304458  0.06
H  0.634179  3.265850  -2.830767  0.12
H  0.936430  -0.802694  -1.170082  0.16
H  -4.467158  -3.274152  -1.358312  0.12
C  -2.165335  -3.562424  -2.807928  -0.12
O  1.094917  -1.328009  6.048278  -0.07
H  -1.222678  -4.071035  -3.021923  0.12
H  1.272910  0.423108  -3.103436  0.13
H  4.584099  1.095235  -2.987151  0.08
C  0.323249  1.787357  4.232722  -0.26
C  -2.522667  -0.428209  -1.215779  -0.08
H  1.264062  -1.798197  7.983290  0.09
C  -1.051137  -1.333856  -3.015221  -0.09
N  3.024865  1.380733  -4.336252  -0.30
C  -2.308743  -3.343899  -1.303239  -0.29
H  2.720557  3.492236  -4.263860  0.12
H  0.037733  -0.548539  7.655766  0.10
C  1.035569  -0.913233  7.391448  -0.09
C  2.509878  2.577643  -3.685962  -0.20
H  4.746360  0.236550  -4.522697  0.08
C  0.952175  -0.875812  3.760599  0.06
H  -0.404632  4.952006  4.066354  0.09
C  0.835866  -0.552346  1.312904  -0.44
C  -3.528947  -1.513660  -3.229905  -0.12
H  -0.667365  0.716983  0.722355  0.13
O  0.035610  3.072126  4.582849  -0.08
C  -1.183885  -1.112668  -1.505510  -0.37
H  -2.554985  0.550755  -1.698561  0.13
H  -1.078718  -0.375597  -3.537921  0.12
H  1.211036  -1.905389  3.576785  0.13
H  -3.564434  -0.551807  -3.746931  0.12
C  0.055634  1.133242  -1.610262  -0.44
C  0.859382  -0.410451  5.074240  -0.26
H  -0.203491  -2.968520  -0.990634  0.13
C  0.402571  1.321925  2.929303  0.02
C  -3.670624  -1.300180  -1.724240  -0.29
C  0.003164  -0.260657  -0.978151  -0.16
H  3.106237  0.432221  -6.181885  0.08
N  0.735310  1.208155  -2.765095  0.08
C  -3.638906  -2.651405  -1.012161  -0.12
C  2.768014  1.378497  -5.762416  -0.10
H  0.462781  1.330798  6.296561  0.12
H  -4.622446  -0.798699  -1.515298  0.14
H  -2.977843  -4.194508  -3.173386  0.12
H  -2.279516  -4.310835  -0.788974  0.14
H  0.265063  1.990550  2.094537  0.10
C  -2.200040  -2.210136  -3.516334  -0.29
C  0.712911  -0.019364  2.703280  -0.12
H  -1.244994  -2.331110  0.277224  0.13
H  5.068124  1.982147  -4.452323  0.09
C  -0.195206  4.011328  3.559495  -0.08
H  0.684229  4.133612  2.919584  0.10

Forces on atoms 1 to 6 (eV/Å):
-0.069 -0.023 -0.053
0.018 0.106 0.064
-0.018 -0.045 0.028
0.140 -0.001 -0.031
-0.240 0.307 0.231
0.007 0.024 -0.007

Computed properties:
orbital gap: 0.3307 hartree
charge: 0
structure (SMILES): COc1cc(OC)cc(C(=O)N[C@H](C(=O)NCCN(C)C)[C@]23C[C@H]4C[C@H](C[C@H](C4)C2)C3)c1
HOMO energy: -8.32 eV
LUMO: 0.68 eV

The calculation returns the following largest force on an atom values, one per record and in order: 3.7, 0.7, 0.6 eV/Å.
The calculation returns the following relative energy (zero: lowest compared OMol25 entry of this formula, charge and spin) values, one per record and in order: 181.00, 0.00, 152.41 kJ/mol.